(1)
An isolated ion of composition C17H29BIN2O6S and charge -1. Source: the OMol25 dataset; level of theory: the ωB97M-V functional and the def2-TZVPD basis.

Geometry as ORCA input:
```
! RIJCOSX wB97M-V def2-TZVPD def2/J DEFGRID3
* xyz -1 1
C 4.614 0.442 3.790
C 4.025 0.800 2.407
N 2.600 0.459 2.401
B 2.041 0.204 1.011
O 2.664 1.148 0.016
O 2.255 -1.136 0.392
C 1.115 -1.888 0.470
I 1.376 -2.944 2.405
C 1.172 -2.825 -0.764
C 0.665 -4.102 -0.650
C 0.732 -4.963 -1.725
C 1.319 -4.463 -2.872
C 1.752 -3.164 -2.883
N 1.705 -2.299 -1.866
C -0.043 -0.776 0.439
O -0.721 -0.650 -0.730
C -0.142 0.253 -1.685
C -0.911 1.564 -1.767
C -0.457 2.593 -0.718
C -2.437 1.308 -1.838
C -3.338 2.210 -0.999
C -4.769 1.622 -1.098
C -3.419 3.655 -1.542
S -1.461 -1.109 1.657
C -1.028 -0.457 3.252
O -1.825 -2.507 1.703
O -2.564 -0.289 1.200
O 0.568 0.318 0.942
H 5.694 0.319 3.720
H 4.338 1.222 4.498
H 4.161 -0.496 4.085
H 4.196 1.848 2.169
H 4.545 0.173 1.689
H 2.105 1.275 2.750
H 3.221 0.651 -0.583
H 0.220 -4.416 0.279
H 0.359 -5.972 -1.662
H 1.435 -5.077 -3.752
H 2.179 -2.784 -3.806
H -0.260 -0.232 -2.655
H 0.922 0.413 -1.550
H -0.619 1.986 -2.732
H -0.720 3.592 -1.056
H 0.624 2.528 -0.635
H -0.903 2.365 0.241
H -2.753 1.451 -2.875
H -2.679 0.280 -1.586
H -3.089 2.210 0.055
H -5.408 2.065 -0.337
H -4.777 0.538 -1.054
H -5.186 1.957 -2.049
H -2.919 3.752 -2.502
H -4.439 4.027 -1.551
H -2.877 4.298 -0.848
H -0.700 -1.257 3.905
H -0.242 0.287 3.207
H -1.914 -0.010 3.688
*
```

Output
Gap between HOMO and LUMO   0.285 hartree
LUMO energy   2.619 eV


(2)
An isolated ion of composition C27H38N3 and charge +1. Source: the OMol25 dataset; level of theory: the ωB97M-V functional and the def2-TZVPD basis.

Geometry as ORCA input:
```
! RIJCOSX wB97M-V def2-TZVPD def2/J DEFGRID3
* xyz 1 1
C 1.589 0.673 3.326
C 0.079 0.445 3.411
C -0.299 0.049 4.847
C -0.708 1.699 3.037
C -0.257 -0.712 2.465
N -0.573 -1.925 2.995
C -0.739 -2.879 2.006
C -0.512 -2.246 0.766
C -0.620 -2.995 -0.408
C -0.848 -4.370 -0.293
C -1.061 -4.986 0.957
C -1.029 -4.224 2.134
C -0.222 -0.856 1.070
C -0.012 0.129 -0.019
C 1.152 -0.378 -0.926
C 1.979 -1.461 -0.581
C 2.728 -2.092 -1.576
C 2.911 -1.497 -2.826
C 3.783 -2.182 -3.830
C 2.275 -0.283 -3.093
C 1.374 0.237 -2.163
H 1.910 0.898 2.302
H 1.890 1.503 3.977
H 2.127 -0.226 3.655
H -1.375 -0.146 4.934
H 0.268 -0.819 5.207
H -0.064 0.880 5.522
H -1.777 1.457 2.940
H -0.603 2.445 3.838
H -0.354 2.154 2.103
H -0.718 -2.140 3.974
H -0.530 -2.516 -1.390
H -0.878 -4.977 -1.198
H -1.242 -6.057 1.001
H -1.188 -4.646 3.124
H 0.233 1.109 0.410
H 1.984 -1.889 0.425
H 3.206 -3.053 -1.370
H 3.839 -1.614 -4.763
H 4.802 -2.311 -3.444
H 3.404 -3.188 -4.053
H 2.484 0.254 -4.021
H 0.828 1.152 -2.400
C 1.598 3.590 -1.114
N 0.469 2.980 -1.807
C 0.296 3.554 -3.147
C -0.748 2.899 -1.008
C -1.657 1.714 -1.354
C -3.061 1.944 -0.817
C -3.705 0.584 -0.576
C -2.554 -0.376 -0.302
N -1.259 0.292 -0.807
H 1.796 3.062 -0.172
H 2.488 3.517 -1.753
H 1.391 4.653 -0.897
H -0.555 3.093 -3.664
H 0.142 4.644 -3.091
H 1.214 3.365 -3.720
H -0.507 2.903 0.069
H -1.346 3.820 -1.188
H -1.684 1.586 -2.454
H -3.002 2.497 0.132
H -3.634 2.576 -1.513
H -4.399 0.616 0.275
H -4.279 0.235 -1.441
H -2.460 -0.584 0.763
H -2.684 -1.335 -0.821
H -1.097 -0.246 -1.662
*
```

Output
Gap between HOMO and LUMO   0.310 hartree
Structure (SMILES)   Cc1ccc([C@H](c2c(C(C)(C)C)[nH]c3ccccc23)[N@H+]2CCC[C@H]2CN(C)C)cc1
Energy relative to the best compared isomer or geometry (same formula, charge and spin)   0.00 kJ/mol
LUMO energy   -2.181 eV


(3)
C7H12F3O2P in the gas phase. Source: the OMol25 dataset; level of theory: the ωB97M-V functional and the def2-TZVPD basis.

Geometry as ORCA input:
```
! RIJCOSX wB97M-V def2-TZVPD def2/J DEFGRID3
* xyz 0 1
C 0.142 0.223 -0.291
C -2.099 0.828 0.597
C -1.807 0.257 -1.845
C 0.676 -2.673 1.293
C -1.339 -0.026 -0.418
C 1.003 -0.795 -0.096
C 2.463 -0.439 0.097
O 0.585 1.482 -0.526
O 0.625 -2.104 -0.014
F 3.016 0.146 -0.975
F 3.237 -1.484 0.397
F 2.622 0.450 1.111
P 0.876 2.795 0.498
H -1.632 0.762 1.578
H -2.118 1.870 0.292
H -3.123 0.474 0.679
H -2.885 0.144 -1.906
H -1.339 -0.434 -2.540
H -1.547 1.272 -2.137
H 0.130 -3.612 1.222
H 0.193 -2.016 2.020
H 1.705 -2.874 1.605
H -1.500 -1.085 -0.198
H 2.035 3.163 -0.191
H 0.081 3.678 -0.254
*
```

Output
Gap between HOMO and LUMO   0.361 hartree
Structure (SMILES)   CO/C(=C(/OP)C(C)C)C(F)(F)F
Energy relative to the best compared isomer or geometry (same formula, charge and spin)   0.00 kJ/mol
LUMO energy   0.814 eV


(4)
C47H44BrN3O4RuS3Si as an isolated structure. Source: the OMol25 dataset; level of theory: the ωB97M-V functional and the def2-TZVPD basis.

Geometry as ORCA input:
```
! RIJCOSX wB97M-V def2-TZVPD def2/J DEFGRID3
* xyz 2 5
Ru -1.325 -0.094 0.362
Br -3.722 -1.492 2.268
C -2.366 -2.725 1.849
C -2.504 -4.073 2.138
C -1.440 -4.903 1.837
C -0.272 -4.365 1.310
C -0.225 -3.008 1.085
N -1.274 -2.199 1.312
C 1.078 -2.357 0.701
O 2.000 -2.965 0.254
O 1.072 -1.039 0.990
H -3.411 -4.447 2.590
H -1.508 -5.964 2.044
H 0.600 -4.967 1.099
O -1.823 1.484 1.658
S -1.792 2.975 2.018
C -3.463 3.598 1.711
C -4.104 3.001 0.464
C -4.783 1.659 0.726
C -5.599 1.160 -0.458
S -4.520 0.388 -1.729
O -3.063 0.491 -1.253
C -4.980 -1.317 -1.561
C -6.312 -1.669 -1.756
C -6.667 -3.006 -1.691
C -5.699 -3.975 -1.450
C -4.372 -3.608 -1.283
C -4.000 -2.270 -1.342
C -0.952 3.857 0.730
C -0.583 5.163 1.032
C 0.044 5.927 0.062
C 0.302 5.386 -1.193
C -0.060 4.076 -1.475
C -0.685 3.301 -0.507
H -3.318 4.677 1.637
H -4.037 3.393 2.617
H -3.342 2.900 -0.312
H -4.847 3.704 0.080
H -5.441 1.742 1.595
H -4.041 0.908 0.974
H -6.120 1.969 -0.971
H -6.326 0.403 -0.168
H -7.068 -0.919 -1.963
H -7.700 -3.293 -1.837
H -5.981 -5.019 -1.414
H -3.616 -4.368 -1.121
H -2.966 -1.974 -1.249
H -0.769 5.577 2.017
H 0.338 6.943 0.288
H 0.792 5.987 -1.948
H 0.154 3.647 -2.446
H -0.952 2.277 -0.735
N -1.026 0.950 -3.184
C -0.216 -0.106 -3.046
S -0.436 -1.213 -1.743
N 0.756 -0.251 -3.936
C 1.722 -1.302 -4.091
C 1.402 -2.637 -3.910
C 2.385 -3.596 -4.114
C 3.659 -3.227 -4.521
C 3.954 -1.888 -4.734
C 2.986 -0.922 -4.515
H -1.875 0.962 -2.625
H -0.984 1.524 -4.011
H 0.866 0.506 -4.596
H 0.401 -2.938 -3.634
H 2.141 -4.640 -3.976
H 4.416 -3.983 -4.686
H 4.940 -1.593 -5.070
H 3.214 0.126 -4.667
C 4.925 0.708 -2.447
C 3.999 1.643 -2.003
C 3.267 1.391 -0.849
C 3.449 0.206 -0.132
C 4.373 -0.733 -0.603
C 5.107 -0.480 -1.752
Si 2.519 -0.147 1.409
C 3.484 -1.115 2.651
C 3.024 -2.217 3.374
C 3.795 -2.783 4.379
C 5.045 -2.258 4.676
C 5.520 -1.162 3.969
C 4.744 -0.597 2.968
C 1.818 1.341 2.263
C 0.798 1.140 3.202
C 0.406 2.154 4.063
C 1.033 3.393 4.003
C 2.045 3.615 3.080
C 2.438 2.595 2.220
H 5.516 0.913 -3.332
H 3.871 2.577 -2.537
H 2.563 2.135 -0.498
H 4.529 -1.659 -0.062
H 5.832 -1.206 -2.098
H 2.049 -2.651 3.180
H 3.423 -3.638 4.930
H 5.648 -2.701 5.458
H 6.494 -0.748 4.197
H 5.135 0.260 2.426
H 0.320 0.169 3.284
H -0.372 1.974 4.794
H 0.744 4.179 4.690
H 2.542 4.575 3.041
H 3.258 2.777 1.535
*
```

Output
Gap between HOMO and LUMO (alpha / beta)   0.290 / 0.254 hartree
Energy relative to the best compared isomer or geometry (same formula, charge and spin)   0.00 kJ/mol
LUMO energy (alpha / beta)   -5.094 / -6.077 eV
<S²>   6.008


Number 1: largest force on an atom 2.5 eV/A. Number 2: largest force on an atom 2.6 eV/A. Number 3: largest force on an atom 1.1 eV/A. Number 4: largest force on an atom 0.5 eV/A.